Record 1
{
  "formula": "C13H23BCaN6OSi",
  "method": "ωB97M-V/def2-TZVPD",
  "homo_energy_ha": -0.239,
  "gap_ev": 6.50,
  "spin_multiplicity": 1,
  "species": ["H", "N", "B", "N", "C", "Ca", "H", "C", "H", "C", "H", "C", "H", "H", "H", "N", "N", "N", "N", "C", "C", "H", "H", "C", "C", "C", "C", "H", "H", "H", "H", "H", "C", "Si", "C", "C", "O", "H", "H", "H", "H", "H", "H", "H", "H", "H"],
  "coordinates": [[1.0313, 3.2038, 0.0923], [0.6842, 1.6244, -1.3059], [0.2697, 0.3062, -3.4833], [0.6541, 1.5999, -2.6937], [0.9082, 2.8300, -3.1772], [0.4007, -0.2010, 0.2329], [0.9059, 2.9909, -4.2462], [1.1257, 3.6895, -2.1004], [1.3623, 4.7347, -2.1508], [0.9632, 2.8994, -0.9468], [0.2866, 0.4994, -4.6619], [-0.7983, -2.1707, 0.9727], [-0.9487, -2.4226, 2.0233], [-0.0868, -2.8853, 0.5193], [-1.7337, -2.2503, 0.4006], [-1.1654, -0.0788, -3.0199], [1.2665, -0.8190, -3.0809], [-1.4359, -0.2287, -1.6684], [1.4396, -1.1501, -1.7420], [-2.2896, -0.2564, -3.7391], [2.0471, -1.6029, -3.8503], [-2.2637, -0.1504, -4.8114], [2.0471, -1.4829, -4.9247], [-3.3333, -0.5488, -2.8581], [2.7596, -2.4666, -3.0189], [-2.7444, -0.5254, -1.5734], [2.3434, -2.1547, -1.7096], [-4.3593, -0.7420, -3.1023], [3.4850, -3.2013, -3.3150], [-3.2063, -0.7336, -0.6134], [2.6477, -2.6173, -0.7775], [-1.4853, 0.4780, 2.2914], [-1.7395, 0.6730, 4.8911], [-0.1216, 0.3218, 4.0221], [1.2072, 1.5420, 4.5208], [0.4440, -1.4475, 4.2355], [-0.5020, 0.5313, 2.3497], [-1.6161, 0.5688, 5.9796], [-2.5280, -0.0297, 4.5787], [-2.0874, 1.6961, 4.6738], [1.3166, 1.5870, 5.6156], [2.1969, 1.2855, 4.1178], [0.9691, 2.5571, 4.1736], [-0.2823, -2.1601, 3.8247], [1.4111, -1.6371, 3.7453], [0.5547, -1.6557, 5.3101]],
  "atomic_forces_ev_per_a": [[-0.01, -0.19, -0.16], [0.33, 1.34, -0.86], [-0.31, -0.12, 0.92], [0.16, 0.40, 1.37], [0.02, -0.21, 0.84], [-0.94, -0.29, -0.60], [0.05, 0.09, 0.16], [-0.14, -0.25, -0.11], [0.00, 0.14, 0.00], [-0.10, -0.74, -1.54], [0.09, 0.03, -0.10], [0.33, 0.12, -0.36], [-0.17, -0.26, -0.17], [-0.27, -0.25, 0.18], [0.12, -0.19, 0.24], [-0.35, -0.04, 1.28], [0.36, -0.49, 1.34], [-0.55, -0.28, -0.73], [0.78, -0.71, -1.12], [-0.24, -0.12, 0.84], [0.04, -0.03, 0.84], [-0.07, -0.06, 0.01], [0.01, -0.06, 0.14], [0.67, 0.18, -0.01], [-0.25, 0.29, 0.03], [0.80, 0.24, -1.06], [-0.64, 0.85, -1.19], [-0.13, -0.04, -0.07], [0.01, -0.09, -0.05], [0.22, 0.10, -0.20], [-0.13, 0.15, -0.11], [1.05, -0.12, -0.31], [-0.06, 0.02, 0.13], [-0.19, -0.29, -0.55], [0.15, 0.19, -0.07], [0.01, 0.06, 0.27], [-0.60, 0.71, 0.93], [-0.11, 0.08, -0.26], [0.24, 0.16, 0.08], [0.12, -0.30, 0.13], [-0.10, -0.08, -0.28], [-0.23, -0.02, 0.04], [-0.01, -0.22, 0.09], [0.19, 0.27, 0.13], [-0.25, 0.06, 0.15], [0.10, -0.01, -0.20]]
}

Record 2
{
  "formula": "C5H9N2O",
  "method": "ωB97M-V/def2-TZVPD",
  "homo_energy_ha": -0.559,
  "de_lowest_kcal_mol": 97.9,
  "total_charge": 1,
  "gap_ev": 11.65,
  "spin_multiplicity": 1,
  "species": ["C", "C", "C", "C", "C", "N", "N", "O", "H", "H", "H", "H", "H", "H", "H", "H", "H"],
  "coordinates": [[-0.5122, 0.8885, -0.9164], [-0.2544, -1.1760, -1.5911], [0.4696, -1.1320, -0.2011], [0.9236, 1.4162, 0.2693], [-0.8092, 0.2223, 1.5697], [-0.7007, 0.1449, -1.9044], [0.0921, 0.1744, 0.3919], [-0.0769, 2.0662, -0.5356], [0.5474, -1.4879, -2.4257], [-1.0602, -1.8725, -1.5625], [0.1682, -1.8535, 0.5629], [1.6113, -1.1177, -0.1465], [1.0839, 1.8423, 1.2450], [1.6968, 1.2634, -0.4018], [-0.4393, -0.2872, 2.4911], [-0.9157, 1.2248, 1.9002], [-1.8242, -0.3161, 1.2551]],
  "atomic_forces_ev_per_a": [[-0.03, -2.73, -0.39], [2.65, -1.39, -0.99], [1.87, 0.20, 1.62], [-1.46, -0.30, 1.12], [-1.99, -2.58, 0.04], [0.10, 2.45, 1.13], [-0.66, 0.62, -1.25], [-0.71, 1.94, -0.20], [-2.02, 0.56, 1.80], [-0.52, -0.63, -0.29], [-0.12, -0.34, -0.62], [-1.48, -0.40, -0.83], [0.39, 0.60, -0.07], [2.25, -0.39, -0.54], [0.27, -0.11, -1.11], [-0.64, 1.03, -0.24], [2.10, 1.47, 0.82]]
}

Record 3
{
  "formula": "C6H6O2S",
  "method": "ωB97M-V/def2-TZVPD",
  "homo_energy_ha": [-0.341, -0.340],
  "de_lowest_kcal_mol": 125.5,
  "smiles": "C=C/C=C\\C=C=S(=O)=O",
  "gap_ev": [7.53, 7.49],
  "spin_multiplicity": 1,
  "species": ["C", "C", "C", "C", "C", "C", "S", "O", "O", "H", "H", "H", "H", "H", "H"],
  "coordinates": [[0.1080, 1.5878, -0.4570], [1.0435, 0.6548, -0.2850], [0.6348, -0.7102, -0.3657], [-0.3637, -1.4144, 0.1669], [-1.3454, -0.7810, 1.0424], [-1.6641, 0.4953, 1.1616], [-2.5540, 1.3900, 2.3130], [-1.6657, 2.4022, 2.8044], [-3.8354, 1.8547, 1.8734], [0.2471, 2.6994, -0.3515], [-0.8422, 1.2345, -0.5776], [2.0150, 1.0359, -0.3470], [1.5090, -1.2020, -0.7210], [-0.6435, -2.4221, -0.0263], [-1.6976, -1.5858, 1.7730]],
  "atomic_forces_ev_per_a": [[1.59, 2.19, 1.26], [-2.47, 1.53, -0.35], [2.46, -0.96, 0.26], [-1.34, 1.97, -0.24], [-0.27, -1.41, 1.51], [-0.36, -1.21, 0.30], [0.70, 1.03, -1.40], [0.36, 0.23, 1.18], [-0.81, -0.48, 0.09], [0.05, -1.37, -0.43], [-2.61, -0.33, -0.71], [1.79, -0.43, 0.36], [0.13, -1.46, -0.89], [0.79, -0.82, -0.23], [0.00, 1.53, -0.72]]
}

Record 4
{
  "formula": "C18H28N4O2S2SbSn",
  "method": "ωB97M-V/def2-TZVPD",
  "homo_energy_ha": -0.395,
  "de_lowest_kcal_mol": 9.8,
  "total_charge": 1,
  "gap_ev": 8.26,
  "spin_multiplicity": 1,
  "species": ["Sn", "C", "C", "C", "N", "H", "H", "H", "H", "H", "C", "C", "Sb", "C", "C", "C", "C", "H", "H", "H", "H", "H", "H", "H", "H", "H", "H", "H", "H", "H", "H", "H", "N", "C", "C", "C", "C", "C", "C", "S", "O", "O", "N", "C", "S", "C", "C", "N", "H", "H", "H", "H", "H", "H", "H", "H"],
  "coordinates": [[-1.0639, -0.0453, -0.0219], [4.3367, 1.2324, -0.9700], [3.6263, -0.0367, -1.4640], [2.2404, -0.0290, -1.1310], [1.1320, -0.0426, -0.8239], [5.3697, 1.2290, -1.3084], [4.3300, 1.2704, 0.1158], [3.8510, 2.1247, -1.3552], [4.0704, -0.9213, -0.9914], [3.7313, -0.1405, -2.5499], [-4.0405, -3.4167, -1.0903], [-2.7008, -4.0272, -1.4504], [-1.1163, -2.5426, -1.5866], [0.5533, -3.7551, -0.8293], [0.6883, -5.1545, -1.3958], [-0.5594, -2.4889, -3.6929], [-1.2042, -3.5732, -4.5388], [-4.7879, -4.1996, -0.9533], [-4.3717, -2.7375, -1.8702], [-3.9642, -2.8458, -0.1641], [-2.7537, -4.5485, -2.4061], [-2.3752, -4.7259, -0.6780], [0.4128, -3.8017, 0.2522], [1.4650, -3.1803, -1.0104], [-0.2231, -5.7253, -1.2371], [1.5024, -5.6814, -0.8987], [0.9011, -5.1236, -2.4614], [0.5294, -2.5630, -3.7215], [-0.8588, -1.5053, -4.0476], [-0.9694, -4.5627, -4.1532], [-0.8343, -3.5182, -5.5623], [-2.2854, -3.4480, -4.5640], [-2.0034, 2.1869, -8.2079], [-2.2669, 1.8534, -6.9203], [-3.5759, 1.5512, -6.5149], [-3.8349, 1.1512, -5.2232], [-2.7892, 1.0418, -4.3210], [-1.4894, 1.3265, -4.6999], [-1.2270, 1.7419, -5.9854], [-3.1184, 0.5260, -2.6652], [-3.1039, -0.9199, -2.5946], [-4.2536, 1.1924, -2.1117], [-1.7662, 0.9599, -1.8156], [-1.5658, 2.2551, -1.5055], [-2.3270, 3.6045, -2.2392], [-1.3803, 4.6237, -1.1968], [-0.5921, 3.8872, -0.3883], [-0.7000, 2.5370, -0.5558], [-2.7654, 2.4080, -8.8262], [-1.0986, 2.5580, -8.4391], [-4.3784, 1.6366, -7.2278], [-4.8365, 0.9265, -4.8943], [-0.6904, 1.2322, -3.9783], [-0.2154, 1.9803, -6.2795], [-1.4748, 5.6878, -1.2433], [0.0945, 4.2757, 0.3393]],
  "atomic_forces_ev_per_a": [[-0.11, 0.12, 0.33], [-0.01, 0.01, 0.01], [1.20, 0.05, -0.24], [-1.59, -0.17, 0.46], [0.62, 0.04, -0.33], [0.00, -0.05, -0.01], [0.00, 0.05, 0.06], [-0.02, 0.06, -0.02], [-0.08, 0.06, -0.17], [-0.09, -0.06, 0.16], [-0.07, 0.09, 0.01], [0.28, 0.38, 0.06], [0.62, -1.15, -0.50], [-0.36, 0.47, 0.03], [-0.08, 0.08, -0.02], [-0.12, 0.15, 0.43], [0.01, 0.04, 0.13], [-0.01, 0.04, 0.02], [-0.15, -0.01, 0.05], [-0.15, 0.00, 0.05], [0.17, -0.02, 0.04], [0.11, -0.02, -0.10], [0.03, 0.07, 0.05], [-0.03, 0.07, 0.03], [-0.05, -0.15, -0.07], [0.03, -0.09, -0.05], [0.01, -0.11, -0.14], [0.00, 0.05, 0.07], [0.08, 0.09, -0.01], [-0.06, -0.15, -0.03], [-0.02, 0.00, -0.06], [-0.06, -0.08, -0.02], [0.05, 0.16, -0.33], [-0.02, -0.24, 0.32], [0.07, -0.03, 0.13], [-0.07, 0.10, -0.02], [0.00, -0.09, 0.78], [0.21, 0.05, -0.11], [-0.05, -0.02, -0.03], [0.64, -0.41, 0.31], [-0.13, -0.05, -0.24], [-0.35, 0.21, -0.38], [-0.51, -1.33, -0.44], [0.28, 1.24, 0.24], [0.37, 0.52, 0.40], [-0.13, -0.02, -0.19], [-0.16, 0.29, -0.11], [-0.17, -0.73, -0.40], [0.12, 0.03, 0.02], [-0.09, 0.02, -0.08], [-0.18, -0.01, -0.11], [-0.21, 0.03, -0.06], [0.08, 0.04, -0.04], [0.09, 0.00, -0.05], [-0.01, 0.28, -0.01], [0.08, 0.12, 0.18]]
}